Entry 1:
{
  "formula": "C5H8ClN",
  "method": "ωB97M-V/def2-TZVPD",
  "species": ["C", "C", "C", "C", "C", "N", "Cl", "H", "H", "H", "H", "H", "H", "H", "H"],
  "positions_angstrom": [[-1.260651, 1.263958, 0.105147], [2.681512, 0.152895, 0.662089], [1.962536, -0.688818, -0.310516], [1.850080, 0.805179, -0.423596], [-2.601817, -0.768629, -0.378150], [-1.480576, 0.040318, -0.121685], [-2.206014, 2.768567, 0.023900], [2.539797, 0.038580, 1.751659], [3.709243, 0.488967, 0.775183], [2.329314, -1.323427, -1.121772], [1.134673, -1.249781, 0.100267], [-0.246690, 1.558378, 0.200183], [-3.508577, -0.311363, -0.752838], [-2.762544, -1.291437, 0.587992], [-2.140286, -1.483387, -1.097864]],
  "forces_ev_per_angstrom": [[-0.3, -1.8, -1.1], [0.4, 0.6, 1.3], [0.1, -0.4, -0.7], [0.5, -1.2, 1.1], [0.6, -1.1, 0.1], [1.1, 3.0, 1.1], [-0.6, -0.6, 0.0], [-1.3, 0.0, -0.6], [0.4, -0.1, -1.3], [0.4, 0.6, -0.1], [-0.4, 0.4, 0.4], [0.9, 0.4, 0.4], [-0.2, 0.2, -0.1], [-0.4, 0.0, -0.7], [-1.2, 0.0, 0.3]],
  "molar_mass_g_mol": 117.58,
  "orbital_gap_ha": 0.324,
  "homo_ev": -9.26,
  "lumo_ha": -0.017,
  "de_lowest_kcal_mol": 136.3
}

=====

Entry 2:
{
  "formula": "C5H8ClN4O2",
  "method": "ωB97M-V/def2-TZVPD",
  "species": ["C", "C", "C", "C", "C", "N", "N", "N", "N", "O", "O", "Cl", "H", "H", "H", "H", "H", "H", "H", "H"],
  "positions_angstrom": [[1.421872, -1.464617, -0.484716], [-0.035636, 0.096258, -1.426714], [0.658923, 1.486542, 0.421980], [-4.120705, 1.031225, 0.830014], [1.778435, -0.701894, 0.612159], [0.361171, -1.111460, -1.295521], [2.979951, -0.967540, 1.285923], [1.018221, 0.307000, 1.241084], [-1.250149, 0.272787, -2.205240], [-4.979639, 1.359541, 1.504142], [-3.249902, 0.828410, 0.079797], [-0.685740, 2.284803, 1.011145], [2.016118, -2.172166, -1.044264], [3.642198, -1.617992, 0.832914], [3.085504, -0.739046, 2.239502], [1.747514, 0.699687, 1.922520], [0.227533, -0.156304, 1.799935], [-1.336025, 1.097843, -2.837209], [-2.077547, 0.030146, -1.658245], [-1.202091, -0.563226, -2.829198]],
  "forces_ev_per_angstrom": [[0.0, 2.7, 0.8], [2.4, 0.4, 3.8], [1.4, 0.1, -3.1], [0.7, 0.6, -1.2], [2.5, -4.1, -2.1], [-2.3, 1.5, -1.5], [-0.5, -0.1, -2.1], [-1.0, 0.0, 2.9], [-0.6, -2.0, -2.3], [-0.8, -0.1, 1.0], [0.0, -0.6, 0.1], [-1.0, -0.1, 0.7], [0.6, -0.4, 1.1], [-0.7, 0.8, 0.8], [0.3, -0.1, 1.0], [-1.6, -0.2, -0.7], [0.9, 0.7, -0.5], [0.1, -0.4, 1.2], [-0.3, 0.9, 0.3], [-0.1, 0.4, -0.2]],
  "total_charge": 1,
  "molar_mass_g_mol": 191.60,
  "orbital_gap_ha": [0.280, 0.280],
  "homo_ev": [-11.33, -11.33],
  "lumo_ha": [-0.136, -0.136],
  "de_lowest_kcal_mol": 107.6
}

=====

Entry 3:
{
  "formula": "C5H8ClNO2",
  "method": "ωB97M-V/def2-TZVPD",
  "species": ["C", "C", "O", "C", "C", "O", "N", "C", "Cl", "H", "H", "H", "H", "H", "H", "H", "H"],
  "positions_angstrom": [[0.528520, -0.519018, 2.150561], [0.620592, 0.271441, 0.805829], [1.852182, 0.336612, 0.297333], [-0.484820, -0.139225, -0.120889], [-0.106939, -0.886419, -1.460361], [0.538400, -1.875619, -1.551011], [-0.616695, 0.140963, -2.240403], [-1.102507, 1.059183, -1.235823], [-2.807913, 1.457366, -1.381721], [-0.576559, -0.912222, 2.271185], [0.834135, 0.178664, 2.914099], [1.173741, -1.403758, 1.988876], [0.455113, 1.304508, 1.063260], [2.248428, -0.497174, 0.631984], [-1.351293, -0.594799, 0.368254], [-0.619111, 0.101649, -3.237014], [-0.585273, 1.977848, -1.264159]],
  "forces_ev_per_angstrom": [[-1.8, -0.8, -1.7], [-3.3, 0.9, 2.3], [3.3, -1.9, -0.6], [-2.0, 1.2, -2.9], [-0.7, 2.8, 2.8], [0.3, -1.0, -1.3], [0.6, -1.9, 0.0], [1.5, -2.9, 0.6], [-0.4, -0.2, 0.3], [2.3, 0.9, 0.2], [0.2, -0.5, 0.6], [-0.2, 0.2, 0.7], [-0.9, 0.6, 0.3], [0.5, 0.7, -1.0], [0.2, 0.1, 0.0], [-0.3, 0.6, -0.6], [0.6, 1.0, 0.3]],
  "smiles": "C[C@@H](O)[C@@H]1C(=O)N[C@H]1Cl",
  "molar_mass_g_mol": 149.58,
  "orbital_gap_ha": 0.391,
  "homo_ev": -9.81,
  "lumo_ha": 0.030,
  "de_lowest_kcal_mol": 33.8
}

=====

Entry 4:
{
  "formula": "C5H8ClNO3S",
  "method": "ωB97M-V/def2-TZVPD",
  "species": ["C", "C", "N", "C", "C", "C", "O", "S", "O", "O", "Cl", "H", "H", "H", "H", "H", "H", "H", "H"],
  "positions_angstrom": [[-1.360167, 1.237982, 0.899888], [-0.433331, 0.471166, 0.310070], [0.046009, 0.645619, -0.961618], [-0.582204, 1.562633, -1.877800], [0.169688, -0.671611, 1.038223], [-0.510346, -2.182256, 0.340157], [-0.464522, -2.377356, -0.818276], [1.938423, -0.699451, 0.711494], [2.561243, 0.464851, 1.248082], [2.247313, -1.120965, -0.614656], [2.479482, -2.253431, 1.916511], [-1.829497, 2.059775, 0.397078], [-1.652451, 1.058992, 1.917114], [0.552232, -0.124300, -1.368488], [-1.654550, 1.361354, -1.983561], [-0.458615, 2.588651, -1.523552], [-0.105161, 1.471446, -2.850007], [0.011105, -0.678634, 2.107117], [-0.954650, -2.814465, 1.112223]],
  "forces_ev_per_angstrom": [[0.0, -0.2, 0.1], [-0.2, 0.5, -0.2], [0.0, -0.1, -0.1], [-0.1, 0.1, 0.2], [-0.6, -2.7, -1.6], [1.4, 2.7, 1.3], [-0.2, -0.2, -0.2], [0.5, 0.4, 0.4], [-0.2, -0.1, 0.1], [-0.2, -0.2, -0.1], [-0.1, -0.2, 0.2], [-0.1, 0.2, -0.2], [0.0, -0.1, 0.2], [-0.1, 0.0, 0.0], [0.0, 0.0, 0.0], [0.0, 0.0, -0.1], [0.0, 0.0, 0.0], [0.0, 0.1, 0.1], [-0.2, -0.2, 0.1]],
  "smiles": "C=C(NC)[C@@H](C=O)S(=O)(=O)Cl",
  "molar_mass_g_mol": 197.64,
  "orbital_gap_ha": 0.313,
  "homo_ev": -8.45,
  "lumo_ha": 0.002,
  "de_lowest_kcal_mol": 0.0
}